Entry 1:
Computed, not measured: C11H26MnO16S3V as an isolated structure at a distorted geometry, with the ωB97M-V functional and the def2-TZVPD basis.

Summary:
- electronic energy (eV) = -134083.563
- Kohn-Sham gap (alpha / beta) (Eh) = 0.202 / 0.207
- strongest force on any atom (eV/Å) = 4.7
- E_HOMO (alpha / beta) (eV) = -14.376 / -14.699
- spin multiplicity = 7
- total charge = +2

CARTESIAN COORDINATES (ANGSTROEM)
O1 0.485156 -2.088264 5.291701
V1 0.021463 -1.436726 3.892136
Mn1 -3.367102 -1.609767 -0.621653
O2 -0.790758 0.635417 0.121008
C1 -1.039586 -0.320663 1.009483
O3 -2.153797 -0.923825 0.950609
O4 -0.200240 -0.525202 1.913480
H1 0.156333 0.777339 0.328892
O5 1.327790 -2.744955 2.804682
C2 0.651229 -3.708038 2.107841
O6 1.214516 -4.393147 1.266652
O7 -0.514664 -3.860056 2.556393
H2 2.224318 -2.923566 2.429313
O8 -3.484850 0.919019 -4.148507
S1 -2.750972 0.782551 -2.914987
O9 -3.298572 -0.015089 -1.815603
O10 -1.282967 0.117658 -3.224007
C3 -0.883998 -0.040261 -4.571022
C4 0.484915 -0.732591 -4.768822
C5 -2.120332 2.392990 -2.362792
H3 -0.767195 0.952105 -5.020060
H4 -1.591487 -0.506924 -5.257723
H5 0.575491 -1.699929 -4.267862
H6 1.314735 -0.073231 -4.527972
H7 0.593962 -1.102090 -5.789645
H8 -3.000484 3.026927 -2.488731
H9 -1.292564 2.633194 -3.023409
H10 -1.857789 2.497514 -1.313002
O11 -0.488267 0.677330 4.839485
S2 -0.944587 2.051722 4.812198
O12 -0.176486 3.116659 5.382362
O13 -1.028342 2.425333 3.205384
C6 -1.502593 3.737192 2.810328
C7 -2.699665 3.599805 1.888203
C8 -2.727919 2.232439 5.239628
H11 -0.735992 4.211007 2.197425
H12 -1.652908 4.324826 3.714187
H13 -3.620680 3.378114 2.434567
H14 -2.551074 2.712535 1.269604
H15 -2.903103 4.497599 1.308298
H16 -3.115461 1.349502 4.731758
H17 -3.024758 3.193609 4.838481
H18 -2.844941 2.061058 6.307283
O14 4.326945 -3.362032 -0.443979
S3 3.514321 -3.369884 -1.615333
O15 2.298809 -4.162768 -1.675738
O16 3.074593 -1.828044 -1.996173
C9 2.376282 -1.070979 -1.015872
C10 3.248413 0.088416 -0.555680
C11 4.530186 -3.657534 -3.142500
H19 1.960740 -1.665856 -0.200908
H20 1.549638 -0.590481 -1.551550
H21 3.945189 0.492147 -1.285157
H22 3.854167 -0.271250 0.280003
H23 2.603018 0.873838 -0.152851
H24 3.880530 -3.414550 -3.978881
H25 4.832384 -4.693524 -3.017465
H26 5.369007 -2.966619 -3.183500

Force components x, y, z for each atom (eV/Å):
O -1.52 2.00 -3.50
V 1.86 -3.11 2.16
Mn 1.37 1.10 1.10
O 0.91 -0.66 0.23
C -0.50 -0.22 1.16
O -1.20 -0.79 -1.40
O -0.13 -0.09 0.35
H -0.15 0.79 -0.57
O 1.89 1.23 -0.24
C -1.62 -3.54 -1.07
O 0.14 1.64 0.82
O -1.02 2.17 0.85
H 0.15 0.96 0.71
O 0.43 -0.33 2.13
S 3.26 1.04 -3.17
O -0.56 -0.61 0.58
O -2.09 -0.48 1.80
C 1.51 0.40 -3.20
C -0.50 -0.59 0.56
C -1.65 -0.12 0.30
H -0.06 0.15 0.25
H -0.53 -0.36 0.84
H -0.06 0.30 0.70
H 0.05 -0.15 0.11
H -0.25 0.75 -0.31
H 0.25 0.31 -0.38
H -0.18 0.01 -0.14
H 0.21 -0.74 -0.01
O -0.03 -1.09 -0.47
S -0.69 3.57 -1.78
O -0.32 -1.34 0.36
O -0.05 -1.50 1.00
C 0.12 0.40 -0.46
C -0.79 -0.69 0.84
C 1.81 -1.74 -0.12
H 0.46 -0.12 0.50
H -0.10 0.27 -0.22
H 0.00 0.10 0.12
H 0.19 0.26 -0.37
H 0.29 -0.03 -0.09
H -0.59 0.36 -0.18
H -0.21 -0.06 0.23
H 0.02 0.49 0.06
O -0.08 0.13 0.21
S -0.88 -0.01 -2.00
O 1.38 0.77 0.12
O 0.41 -1.10 0.21
C -0.05 1.34 -0.91
C 0.17 -0.68 1.50
C -0.91 0.65 1.45
H 0.23 -0.19 0.00
H -0.30 -0.48 -0.12
H -0.37 -0.07 -0.34
H 0.18 0.21 -0.03
H 0.12 0.21 -0.09
H -0.11 -0.55 -0.03
H 0.01 -0.03 -0.45
H 0.08 -0.13 0.43

***

Entry 2:
Computed, not measured: one molecule with the formula C20H26N2O3S2, with the ωB97M-V functional and the def2-TZVPD basis.

Summary:
- electronic energy (eV) = -51955.936
- Kohn-Sham gap (Eh) = 0.341
- strongest force on any atom (eV/Å) = 0.8
- E_HOMO (eV) = -8.606
- SMILES = Cc1ccc(S(=O)(=O)NC[C@H]2CC[C@@H](C(=O)NCc3cccs3)CC2)cc1

CARTESIAN COORDINATES (ANGSTROEM)
C1 6.480280 3.282473 -0.129261
C2 5.269039 2.403245 -0.166072
C3 4.077192 2.813191 0.422846
C4 2.963448 1.991816 0.407106
C5 3.045130 0.754110 -0.198337
C6 4.217419 0.324392 -0.788029
C7 5.326917 1.149718 -0.769196
H1 6.249240 0.821543 -1.225545
H2 4.243501 -0.653466 -1.241243
S1 1.605432 -0.292927 -0.278472
O1 2.015461 -1.664937 -0.342989
O2 0.690590 0.105026 0.762718
N1 0.999236 0.164593 -1.766739
H3 0.304302 0.887635 -1.660391
C8 0.644033 -0.843303 -2.742491
H4 0.794860 -0.412804 -3.738473
H5 1.358004 -1.655323 -2.593931
C9 -0.789923 -1.384686 -2.615293
C10 -1.819506 -0.274852 -2.844474
C11 -3.248757 -0.762734 -2.621200
H6 -3.936306 0.074213 -2.746517
C12 -3.392698 -1.328839 -1.204466
C13 -3.194730 -0.183718 -0.203509
O3 -3.526758 0.956416 -0.466768
N2 -2.676584 -0.519618 0.993933
H7 -2.333487 -1.450075 1.161885
C14 -2.306166 0.479184 1.980011
C15 -2.727334 0.062959 3.345658
C16 -1.936339 -0.309465 4.387841
C17 -2.669598 -0.675361 5.539665
C18 -4.009461 -0.584164 5.351638
S2 -4.406803 -0.043411 3.767590
H8 -4.797352 -0.800739 6.045354
H9 -2.215786 -0.993029 6.461359
H10 -0.862382 -0.317609 4.331958
H11 -1.218531 0.621951 1.959673
H12 -2.800992 1.406128 1.673413
C19 -2.427079 -2.505186 -1.056817
C20 -0.984832 -2.045098 -1.249873
H13 -0.716010 -1.332713 -0.469689
H14 -0.303811 -2.893746 -1.158503
H15 -2.544395 -3.006040 -0.093025
H16 -2.673683 -3.242623 -1.825993
H17 -4.422370 -1.680923 -1.063592
H18 -3.502437 -1.534632 -3.350876
H19 -1.640340 0.551000 -2.153333
H20 -1.716444 0.112590 -3.861124
H21 -0.920138 -2.143918 -3.395774
H22 2.033912 2.288669 0.866335
H23 4.022435 3.782311 0.896542
H24 7.099129 3.021625 0.729558
H25 7.081391 3.152562 -1.025876
H26 6.200084 4.328590 -0.037214

Force components x, y, z for each atom (eV/Å):
C 0.03 -0.03 0.06
C -0.08 0.00 -0.01
C 0.04 -0.10 -0.09
C -0.13 0.01 0.12
C -0.38 -0.30 0.15
C 0.09 -0.13 -0.03
C -0.14 0.01 0.04
H 0.09 -0.05 -0.05
H 0.11 -0.12 -0.09
S 0.06 0.58 -0.22
O 0.18 0.08 -0.29
O 0.23 0.26 -0.21
N 0.17 -0.11 0.82
H -0.04 0.23 0.17
C -0.13 -0.62 -0.36
H 0.04 -0.07 0.08
H -0.05 -0.04 -0.25
C 0.23 0.26 0.17
C 0.00 -0.31 -0.20
C -0.03 0.31 0.18
H -0.02 -0.09 -0.05
C -0.16 -0.02 -0.29
C -0.14 -0.47 -0.06
O -0.09 0.38 -0.17
N 0.22 -0.09 0.33
H -0.06 -0.01 -0.14
C 0.02 0.22 -0.13
C -0.31 -0.03 0.13
C -0.04 0.13 -0.28
C -0.19 -0.06 0.19
C -0.17 0.09 -0.25
S 0.53 -0.07 0.20
H -0.12 -0.06 0.19
H 0.04 -0.06 0.17
H 0.22 0.01 -0.06
H -0.23 0.08 0.06
H 0.18 -0.12 0.06
C 0.09 0.18 0.17
C -0.09 -0.28 -0.30
H -0.11 -0.09 0.02
H 0.03 0.03 0.06
H -0.02 -0.08 0.00
H -0.05 -0.05 0.07
H 0.07 0.06 0.02
H -0.03 -0.04 0.00
H -0.02 0.11 -0.01
H 0.04 0.08 0.00
H 0.02 0.00 -0.01
H -0.08 0.11 0.09
H -0.02 0.10 0.04
H 0.09 0.04 0.03
H 0.07 0.04 -0.05
H 0.04 0.08 -0.01

***

Entry 3:
Computed, not measured: C17H19AlFN6O4 as an isolated structure, with the ωB97M-V functional and the def2-TZVPD basis.

Summary:
- electronic energy (eV) = -44383.708
- Kohn-Sham gap (Eh) = 0.306
- strongest force on any atom (eV/Å) = 0.1
- E_HOMO (eV) = -11.238
- total charge = +1

CARTESIAN COORDINATES (ANGSTROEM)
Al1 -0.807607 0.026805 0.717082
O1 3.849969 -0.089022 0.522820
C1 2.697823 0.455557 0.152350
O2 2.176251 0.263639 -0.919575
C2 2.146984 1.378377 1.195298
C3 2.996355 2.147173 1.967661
C4 2.446684 3.043192 2.877338
C5 1.074004 3.106229 3.005606
C6 0.301305 2.266261 2.217558
N1 0.813868 1.438404 1.308982
C7 -1.199153 2.175038 2.399995
O3 -1.788021 2.969725 3.082765
O4 -1.723267 1.166010 1.752287
H1 4.164648 -0.660961 -0.195393
H2 4.065379 2.045177 1.852869
H3 3.088852 3.666282 3.484816
H4 0.573783 3.759149 3.706507
C8 -1.962217 0.451611 -4.541794
N2 -1.039472 0.585033 -3.419056
C9 0.305323 1.111193 -3.650472
C10 -1.399028 0.281748 -2.163370
N3 -0.628026 0.464254 -1.130941
N4 -2.669793 -0.245672 -2.014675
C11 -3.212901 -0.781954 -0.860269
N5 -4.459447 -1.281784 -1.028608
N6 -2.548999 -0.819756 0.236823
H5 -1.488843 0.861599 -5.426915
H6 -2.880725 1.018189 -4.374944
H7 -2.198424 -0.594655 -4.753630
H8 0.454897 1.217278 -4.719309
H9 1.062160 0.429971 -3.262249
H10 0.430318 2.090073 -3.182650
H11 0.307365 0.785710 -1.362093
H12 -3.176086 -0.435743 -2.861706
H13 -5.039716 -0.958051 -1.783503
H14 -4.948054 -1.624110 -0.218514
H15 -3.081200 -1.183418 1.019084
F1 2.617548 -4.656748 2.567116
C12 1.845186 -3.628081 2.176289
C13 1.230265 -3.688071 0.941838
C14 0.436825 -2.616134 0.553845
C15 0.251973 -1.486070 1.358964
C16 0.905445 -1.487784 2.598428
C17 1.696001 -2.546932 3.022107
H16 1.372240 -4.557771 0.314405
H17 -0.048222 -2.673521 -0.417130
H18 0.797658 -0.640115 3.269648
H19 2.190102 -2.547335 3.984338

Force components x, y, z for each atom (eV/Å):
Al 0.01 0.03 0.05
O 0.00 -0.01 0.00
C 0.01 0.01 -0.02
O -0.02 0.01 0.00
C -0.01 0.01 -0.01
C 0.00 0.00 0.00
C 0.01 0.01 0.01
C -0.02 -0.01 -0.01
C 0.02 -0.02 0.03
N -0.03 -0.03 -0.01
C -0.03 0.07 -0.10
O 0.02 -0.03 0.02
O -0.03 0.01 0.01
H 0.00 0.00 0.00
H 0.00 0.00 0.00
H 0.00 0.00 0.00
H 0.01 0.00 0.00
C 0.00 -0.01 0.00
N 0.01 0.00 -0.01
C -0.01 0.01 0.01
C -0.02 0.00 0.03
N 0.06 0.05 -0.03
N 0.01 -0.02 0.01
C 0.01 0.04 -0.03
N 0.00 0.00 0.01
N 0.06 -0.07 0.04
H 0.00 0.00 0.00
H 0.00 0.01 -0.01
H 0.00 0.00 0.01
H 0.01 0.00 0.00
H 0.01 -0.01 0.00
H 0.00 0.00 0.00
H -0.02 -0.02 -0.01
H -0.01 0.00 0.00
H 0.00 0.00 0.00
H -0.01 0.01 0.00
H -0.01 -0.01 -0.01
F 0.00 0.00 0.00
C 0.02 0.00 0.01
C -0.01 0.01 -0.01
C -0.01 -0.01 0.01
C -0.03 -0.02 0.02
C -0.01 0.00 -0.03
C 0.00 0.00 0.00
H 0.00 0.00 0.00
H 0.00 0.00 0.00
H 0.01 -0.01 0.01
H 0.00 0.00 0.00